Record 1
Density functional theory data (ωB97M-V with the def2-TZVPD basis set) for a 6-piece molecular cluster, H12O6 overall in a non-equilibrium geometry.

The value obtained for the relative energy (zero: lowest compared OMol25 entry of this formula, charge and spin) is 505.4 kJ/mol. The value obtained for the HOMO-LUMO gap is 9.87 eV. The total energy comes out at -12475.8757 eV. As for the SMILES: O.O.O.O.O.O. As for the largest force on an atom: 0.089 hartree/bohr. The molar mass comes out at 108.090 g/mol.

Last column: Mulliken charge in e.
Element x y z (Å)
1 O 3.531 14.814 1.883  -0.693
2 H 2.983 15.421 2.381  0.326
3 H 3.049 13.987 1.899  0.285
4 O 0.134 14.977 1.476  -0.656
5 H -0.019 15.679 0.844  0.341
6 H 0.133 14.177 0.951  0.343
7 O 2.200 15.289 -0.164  -0.706
8 H 2.998 15.490 0.324  0.506
9 H 1.668 14.776 0.445  0.185
10 O 1.593 13.251 0.779  -0.595
11 H 2.200 12.923 1.443  0.321
12 H 0.733 12.950 1.070  0.263
13 O 3.617 12.889 -0.512  -0.650
14 H 2.934 13.316 0.005  0.310
15 H 4.115 13.612 -0.894  0.330
16 O 1.307 13.777 -1.486  -0.661
17 H 0.479 14.250 -1.399  0.273
18 H 1.955 14.351 -1.079  0.479



Record 2
Density functional theory data (ωB97M-V with the def2-TZVPD basis set) for C33H59NP2PtSi as an isolated structure in a non-equilibrium geometry.

The value obtained for the HOMO-LUMO gap (spin up / spin down) is 7.97 / 4.77 eV. The total energy comes out at -66353.6538 eV. As for the charge: +2. The expectation value of S² is 6.0617. Its multiplicity is 5. As for the largest force on an atom: 0.038 hartree/bohr. The molar mass comes out at 754.954 g/mol.

Last column: Mulliken charge in e.
Element x y z (Å)
1 Pt -0.202 0.207 -0.256  0.791
2 C -2.304 1.849 -0.694  0.252
3 C -2.833 0.953 -1.657  1.088
4 C -2.252 -0.325 0.191  -0.522
5 C -1.994 1.101 0.518  0.441
6 C -2.876 -0.347 -1.127  0.703
7 C -2.314 3.318 -0.795  -1.943
8 H -1.991 3.691 -1.782  0.372
9 H -1.659 3.776 -0.040  0.444
10 H -3.331 3.715 -0.633  0.413
11 C -1.940 1.536 1.939  -0.696
12 H -1.803 2.613 2.050  0.505
13 H -1.109 1.033 2.445  -0.314
14 H -2.847 1.257 2.494  0.342
15 C -2.320 -1.315 1.290  -0.583
16 H -3.181 -1.128 1.933  0.422
17 H -1.421 -1.225 1.903  -0.430
18 H -2.365 -2.339 0.918  0.482
19 C -3.657 -1.472 -1.683  -1.635
20 H -4.737 -1.302 -1.571  0.419
21 H -3.426 -2.402 -1.167  0.459
22 H -3.451 -1.624 -2.749  0.311
23 C -3.447 1.391 -2.947  -1.336
24 H -4.430 1.857 -2.787  0.409
25 H -3.591 0.551 -3.633  0.482
26 H -2.824 2.119 -3.474  0.174
27 C 1.146 0.719 -3.643  0.793
28 C 0.084 1.521 -3.800  1.148
29 C -0.557 1.796 -5.127  -1.562
30 C -1.449 0.669 -5.729  -1.591
31 C -1.514 -0.637 -4.973  -0.506
32 C -0.452 -1.441 -4.827  -0.221
33 C 0.894 -1.151 -5.440  -1.102
34 C 1.768 -0.048 -4.768  -1.650
35 H 0.213 2.068 -5.868  0.505
36 H -1.113 0.498 -6.764  0.501
37 H -1.184 2.693 -5.009  0.466
38 H 2.102 0.642 -5.557  0.551
39 H 1.672 0.639 -2.688  -0.309
40 H -0.365 2.064 -2.961  -0.215
41 H 2.680 -0.526 -4.391  0.391
42 H 1.465 -2.092 -5.412  0.432
43 H -0.549 -2.425 -4.355  0.770
44 H 0.778 -0.898 -6.504  0.418
45 H -2.476 1.055 -5.809  0.347
46 H -2.512 -0.950 -4.647  0.961
47 P 1.201 1.985 0.024  1.124
48 C 1.077 2.725 1.685  -1.084
49 H 2.002 3.280 1.885  0.597
50 H 0.956 1.933 2.441  -0.099
51 H 0.232 3.424 1.728  0.362
52 C 2.940 1.480 -0.056  -0.724
53 H 3.558 2.307 0.320  0.597
54 H 3.220 1.272 -1.095  0.522
55 H 3.079 0.593 0.568  -0.747
56 C 1.135 3.352 -1.176  -1.299
57 H 1.418 2.976 -2.165  0.337
58 H 1.842 4.133 -0.869  0.560
59 H 0.129 3.778 -1.229  0.255
60 P 0.458 -1.957 -0.595  1.307
61 C -0.683 -2.971 -1.583  -1.172
62 H -0.110 -3.818 -1.982  0.649
63 H -1.081 -2.379 -2.410  -0.438
64 H -1.496 -3.350 -0.959  0.381
65 C 1.968 -2.006 -1.602  -1.078
66 H 1.678 -1.875 -2.651  -0.049
67 H 2.443 -2.982 -1.460  0.619
68 H 2.649 -1.199 -1.306  0.297
69 C 0.726 -2.932 0.926  -0.642
70 H 0.673 -3.996 0.656  0.595
71 H -0.035 -2.716 1.687  0.152
72 H 1.704 -2.684 1.349  -0.410
73 C 3.766 -1.362 2.101  -1.822
74 Si 2.561 -0.920 3.527  0.567
75 C 2.612 -2.625 4.346  -1.231
76 C 3.392 0.695 4.044  -1.287
77 N 0.829 -0.524 3.616  0.185
78 C 0.159 -0.443 4.771  0.423
79 C -1.280 -0.404 4.797  0.328
80 C -1.992 -0.432 5.989  -0.860
81 C -1.317 -0.531 7.225  -0.496
82 C 0.077 -0.532 7.245  -0.840
83 C 0.803 -0.435 6.075  -0.321
84 H 4.685 -1.713 2.588  0.469
85 H 4.071 -0.503 1.504  0.640
86 H 3.459 -2.159 1.427  0.608
87 H 3.358 -2.679 5.151  0.369
88 H 1.618 -2.862 4.751  0.384
89 H 2.840 -3.400 3.601  0.382
90 H 3.669 1.286 3.162  0.340
91 H 2.683 1.304 4.616  0.402
92 H 4.289 0.516 4.648  0.444
93 H -1.804 -0.378 3.833  -0.026
94 H -3.081 -0.386 5.954  0.415
95 H -1.897 -0.584 8.148  0.400
96 H 0.595 -0.612 8.213  0.402
97 H 1.894 -0.376 6.120  0.335



Record 3
Density functional theory data (ωB97M-V with the def2-TZVPD basis set) for C32H80AuGe2NSbSi6 as an isolated structure in a non-equilibrium geometry.

The value obtained for the HOMO-LUMO gap (spin up / spin down) is 6.04 / 4.36 eV. The total energy comes out at -206478.0781 eV. As for the charge: +3. The expectation value of S² is 2.0082. Its multiplicity is 3. As for the largest force on an atom: 0.031 hartree/bohr. The molar mass comes out at 1111.462 g/mol.

Last column: Mulliken charge in e.
Element x y z (Å)
1 Au -0.222 -0.640 0.096  1.184
2 C 2.032 -3.831 -0.346  -0.778
3 Si 2.385 -3.113 1.349  0.517
4 C 4.143 -3.476 1.846  -1.165
5 C 1.102 -3.784 2.543  -0.829
6 Ge 2.159 -0.605 1.516  -0.503
7 Si 2.784 -0.278 3.926  0.883
8 C 2.214 -1.745 4.927  -1.068
9 C 2.177 1.324 4.700  -1.081
10 C 4.637 -0.252 3.628  -1.337
11 Si 2.739 1.616 0.480  0.185
12 C 2.299 2.937 1.727  -0.380
13 C 1.665 1.924 -1.023  0.628
14 C 4.543 1.563 0.017  -1.028
15 H 1.610 -4.831 -0.212  0.521
16 H 2.947 -3.946 -0.926  0.464
17 H 1.329 -3.237 -0.933  -0.506
18 H 4.313 -4.554 1.762  0.482
19 H 4.353 -3.189 2.877  0.321
20 H 4.868 -2.977 1.200  0.349
21 H 0.408 -4.445 2.022  0.522
22 H 0.528 -3.002 3.033  -0.201
23 H 1.586 -4.376 3.323  0.580
24 H 1.130 -1.867 4.901  0.272
25 H 2.500 -1.592 5.972  0.491
26 H 2.675 -2.677 4.599  0.248
27 H 1.799 1.115 5.704  0.444
28 H 1.389 1.823 4.145  -0.053
29 H 3.006 2.026 4.810  0.537
30 H 4.955 -0.925 2.828  0.312
31 H 5.161 -0.558 4.538  0.458
32 H 4.977 0.755 3.379  0.399
33 H 1.245 2.874 2.014  -0.528
34 H 2.459 3.922 1.279  0.513
35 H 2.904 2.886 2.632  0.458
36 H 0.660 2.237 -0.722  -0.571
37 H 1.569 1.045 -1.655  -0.979
38 H 2.100 2.729 -1.625  0.700
39 H 5.159 1.051 0.758  0.315
40 H 4.923 2.583 -0.082  0.473
41 H 4.681 1.062 -0.941  0.278
42 C -1.885 -0.362 4.950  -1.174
43 C -2.123 -1.506 4.206  -0.756
44 C -1.615 -1.585 2.920  -0.978
45 N -0.913 -0.595 2.360  1.474
46 C -0.702 0.519 3.078  -0.409
47 C -1.157 0.671 4.374  -0.935
48 H -2.262 -0.270 5.961  0.554
49 H -2.694 -2.332 4.606  0.592
50 H -1.776 -2.468 2.317  0.201
51 H -0.145 1.306 2.584  0.131
52 H -0.947 1.576 4.926  0.863
53 C -1.113 5.696 1.977  -1.159
54 C -1.684 5.225 0.647  0.255
55 C -0.741 5.534 -0.506  -1.119
56 Sb -2.168 3.077 0.663  0.184
57 C -3.948 2.867 1.936  0.372
58 C -3.682 3.329 3.362  -1.432
59 C -4.437 1.422 1.896  -1.200
60 C -2.948 2.975 -1.381  0.199
61 C -4.236 2.178 -1.512  -1.639
62 C -1.857 2.458 -2.319  -0.817
63 H -0.937 6.773 1.925  0.438
64 H -0.154 5.219 2.188  0.189
65 H -1.784 5.518 2.815  0.251
66 H -2.673 5.662 0.469  0.475
67 H 0.244 5.094 -0.339  0.164
68 H -0.612 6.617 -0.573  0.475
69 H -1.122 5.196 -1.470  0.288
70 H -4.670 3.532 1.450  0.614
71 H -2.823 2.821 3.800  0.179
72 H -4.553 3.092 3.978  0.448
73 H -3.525 4.405 3.424  0.371
74 H -3.744 0.758 2.418  0.112
75 H -4.573 1.050 0.883  0.217
76 H -5.405 1.360 2.399  0.524
77 H -3.150 4.028 -1.600  0.612
78 H -4.091 1.126 -1.260  0.125
79 H -4.574 2.227 -2.550  0.460
80 H -5.041 2.582 -0.898  0.466
81 H -1.555 1.441 -2.053  -0.011
82 H -0.970 3.094 -2.302  0.276
83 H -2.235 2.449 -3.344  0.456
84 C -1.888 -3.433 -0.080  -0.761
85 Si -1.694 -3.431 -1.941  0.476
86 C -0.778 -4.944 -2.545  -1.023
87 C -3.389 -3.271 -2.694  -1.250
88 Ge -0.071 -1.471 -2.312  -0.178
89 Si -1.286 -0.842 -4.604  0.741
90 C -0.400 0.456 -5.588  -1.179
91 C -1.156 -2.498 -5.446  -0.976
92 C -3.013 -0.323 -4.114  -0.604
93 Si 2.303 -1.297 -3.194  0.903
94 C 3.652 -1.518 -1.913  -0.751
95 C 2.408 -2.712 -4.412  -1.335
96 C 2.532 0.387 -3.994  -1.331
97 H -2.451 -4.322 0.225  0.682
98 H -2.448 -2.554 0.248  0.132
99 H -0.921 -3.446 0.426  -0.244
100 H -1.506 -5.701 -2.848  0.523
101 H -0.163 -5.370 -1.752  0.348
102 H -0.133 -4.744 -3.402  0.286
103 H -3.949 -4.170 -2.417  0.467
104 H -3.387 -3.218 -3.780  0.356
105 H -3.940 -2.410 -2.316  0.309
106 H 0.612 0.155 -5.852  0.304
107 H -0.362 1.430 -5.100  0.296
108 H -0.961 0.572 -6.522  0.487
109 H -0.146 -2.905 -5.397  0.174
110 H -1.407 -2.362 -6.503  0.482
111 H -1.838 -3.239 -5.036  0.259
112 H -3.234 0.649 -4.560  0.490
113 H -3.155 -0.243 -3.037  -0.307
114 H -3.740 -1.039 -4.500  0.611
115 H 3.960 -2.563 -1.860  0.404
116 H 3.373 -1.194 -0.909  -0.559
117 H 4.526 -0.945 -2.230  0.602
118 H 1.923 -3.616 -4.037  0.323
119 H 3.459 -2.955 -4.594  0.509
120 H 1.963 -2.456 -5.375  0.363
121 H 3.299 0.957 -3.468  0.439
122 H 1.628 0.990 -4.010  0.246
123 H 2.870 0.266 -5.027  0.424



Copy entry 1 word for word.
Density functional theory data (ωB97M-V with the def2-TZVPD basis set) for a 6-piece molecular cluster, H12O6 overall in a non-equilibrium geometry.

The value obtained for the relative energy (zero: lowest compared OMol25 entry of this formula, charge and spin) is 505.4 kJ/mol. The value obtained for the HOMO-LUMO gap is 9.87 eV. The total energy comes out at -12475.8757 eV. As for the SMILES: O.O.O.O.O.O. As for the largest force on an atom: 0.089 hartree/bohr. The molar mass comes out at 108.090 g/mol.

Last column: Mulliken charge in e.
Element x y z (Å)
1 O 3.531 14.814 1.883  -0.693
2 H 2.983 15.421 2.381  0.326
3 H 3.049 13.987 1.899  0.285
4 O 0.134 14.977 1.476  -0.656
5 H -0.019 15.679 0.844  0.341
6 H 0.133 14.177 0.951  0.343
7 O 2.200 15.289 -0.164  -0.706
8 H 2.998 15.490 0.324  0.506
9 H 1.668 14.776 0.445  0.185
10 O 1.593 13.251 0.779  -0.595
11 H 2.200 12.923 1.443  0.321
12 H 0.733 12.950 1.070  0.263
13 O 3.617 12.889 -0.512  -0.650
14 H 2.934 13.316 0.005  0.310
15 H 4.115 13.612 -0.894  0.330
16 O 1.307 13.777 -1.486  -0.661
17 H 0.479 14.250 -1.399  0.273
18 H 1.955 14.351 -1.079  0.479



Question: Which value of largest force on an atom does entry 2 give?
Answer: 0.038 hartree/bohr



Question: largest force on an atom of number 3 (C32H80AuGe2NSbSi6)?
Answer: 0.031 hartree/bohr